Entry 1:
Formula: C2H3ClN3S
Source: the Open Molecules 2025 dataset
Level of theory: wB97M-V/def2-TZVPD

Each atom is followed by the atoms it is bonded to, with distances in Å.
Element x y z (Å)
1 C -0.432 0.492 -1.053  N5 1.327, S6 1.891, Cl7 1.656
2 C -0.199 -1.069 0.844  N5 1.438, H8 1.089, H9 1.092, H10 1.089
3 N 1.128 0.884 0.523  N4 1.234, N5 1.336
4 N 1.372 1.873 -0.174  N3 1.234, S6 1.615
5 N 0.143 0.099 0.078  C1 1.327, C2 1.438, N3 1.336
6 S 0.487 2.080 -1.509  C1 1.891, N4 1.615
7 Cl -1.661 -0.269 -1.862  C1 1.656
8 H 0.579 -1.208 1.594  C2 1.089
9 H -1.154 -0.935 1.356  C2 1.092
10 H -0.264 -1.947 0.203  C2 1.089

Values from the calculation:
Orbital gap = 10.2 eV
Energy above the lowest of the compared OMol25 structures with the same formula, charge and spin = 2.2 kJ/mol
Net charge = +1
HOMO energy = -15.97 eV
Energy = -29941.0962 eV

Here are the Löwdin charges for atoms 1 to 5, given in e: -0.831, 0.014, 0.005, -0.316, -0.211

***

Entry 2:
Formula: C2H3ClNO2P
Source: the Open Molecules 2025 dataset
Level of theory: wB97M-V/def2-TZVPD

Each atom is followed by the atoms it is bonded to, with distances in Å.
Element x y z (Å)
1 C 1.405 -0.478 1.276  N3 1.163, P6 1.989
2 C -1.755 -0.176 -1.185  O5 1.195, H8 1.103, H9 1.036
3 N 0.758 -1.381 1.621  C1 1.163, H10 0.978
4 O 0.659 2.314 0.845  P6 1.471
5 O -1.179 -0.729 -0.297  C2 1.195
6 P 0.983 1.080 0.113  C1 1.989, O4 1.471, Cl7 2.025
7 Cl 2.793 1.364 -0.748  P6 2.025
8 H -1.169 0.586 -1.726  C2 1.103
9 H -2.764 -0.382 -1.294  C2 1.036
10 H 0.270 -2.197 1.394  N3 0.978

Values from the calculation:
Orbital gap = 8.3 eV
Energy above the lowest of the compared OMol25 structures with the same formula, charge and spin = 292.3 kJ/mol
HOMO energy = -8.67 eV
Energy = -29516.7912 eV

Here are the Löwdin charges for atoms 1 to 5, given in e: -0.183, -0.119, 0.166, -0.488, -0.093

***

Entry 3:
Formula: C2H3ClNOP
Source: the Open Molecules 2025 dataset
Level of theory: wB97M-V/def2-TZVPD

Each atom is followed by the atoms it is bonded to, with distances in Å.
Element x y z (Å)
1 C 0.119 -1.600 -0.652  N3 1.127, P5 1.830
2 C -2.107 0.471 -0.048  P5 1.644, H8 1.069, H9 1.069
3 N 1.150 -1.987 -0.891  C1 1.127
4 O -1.912 -2.292 0.864  P5 1.554
5 P -1.485 -1.049 0.036  C1 1.830, C2 1.644, O4 1.554
6 Cl 4.039 -1.076 0.277  H7 1.285
7 H 4.479 -2.130 -0.314  Cl6 1.285
8 H -1.588 1.190 -0.644  C2 1.069
9 H -3.053 0.564 0.441  C2 1.069

Values from the calculation:
Orbital gap = 9.6 eV
Energy above the lowest of the compared OMol25 structures with the same formula, charge and spin = 273.6 kJ/mol
HOMO energy = -10.33 eV
Energy = -27469.3802 eV

Here are the Löwdin charges for atoms 1 to 5, given in e: -0.301, -0.196, 0.096, -0.396, 0.768

***

Entry 4:
Formula: C2H3ClNP
Source: the Open Molecules 2025 dataset
Level of theory: wB97M-V/def2-TZVPD

Each atom is followed by the atoms it is bonded to, with distances in Å.
Element x y z (Å)
1 H -0.040 -2.374 0.994  N2 1.010
2 N -0.433 -1.567 0.530  H1 1.010, C3 1.244
3 C 0.205 -0.505 0.415  N2 1.244, C4 1.463, P5 1.878
4 C 0.274 0.822 -0.195  C3 1.463, P5 1.829, H7 1.131, H8 1.069
5 P 1.718 0.504 0.882  C3 1.878, C4 1.829, Cl6 2.016
6 Cl 3.014 -0.336 -0.415  P5 2.016
7 H 0.367 0.933 -1.317  C4 1.131
8 H -0.467 1.574 -0.029  C4 1.069

Values from the calculation:
Orbital gap = 9.0 eV
Energy above the lowest of the compared OMol25 structures with the same formula, charge and spin = 30.0 kJ/mol
HOMO energy = -8.67 eV
SMILES = [H]/N=C1/CP1Cl
Energy = -25422.4818 eV

Here are the Löwdin charges for atoms 1 to 5, given in e: 0.054, 0.114, -0.615, -0.403, 0.534

***

Entry 5:
Formula: C2H3ClO
Source: the Open Molecules 2025 dataset
Level of theory: wB97M-V/def2-TZVPD

Each atom is followed by the atoms it is bonded to, with distances in Å.
Element x y z (Å)
1 Cl -2.019 0.338 -0.058  C2 1.714
2 C -0.504 -0.165 0.568  Cl1 1.714, C3 1.552, O4 1.378, H5 1.060
3 C 0.682 0.039 -0.412  C2 1.552, O4 1.389, H6 1.143, H7 1.196
4 O 0.189 -1.199 -0.022  C2 1.378, C3 1.389
5 H -0.358 0.135 1.575  C2 1.060
6 H 0.294 0.256 -1.465  C3 1.143
7 H 1.716 0.595 -0.185  C3 1.196

Values from the calculation:
Orbital gap = 11.1 eV
Energy above the lowest of the compared OMol25 structures with the same formula, charge and spin = 202.1 kJ/mol
HOMO energy = -10.10 eV
SMILES = Cl[C@@H]1CO1
Energy = -16690.3849 eV

Here are the Löwdin charges for atoms 1 to 5, given in e: 0.664, -0.741, -0.190, -0.078, 0.088

***

Entry 6:
Formula: C2H3ClO2S
Source: the Open Molecules 2025 dataset
Level of theory: wB97M-V/def2-TZVPD

Each atom is followed by the atoms it is bonded to, with distances in Å.
Element x y z (Å)
1 C 0.022 0.239 -0.747  C2 1.458, S5 1.872, H7 1.058, H8 1.099
2 C 0.654 -0.481 0.352  C1 1.458, O4 1.388, S5 2.084, Cl6 1.748
3 O 0.611 2.336 1.019  S5 1.478
4 O 0.022 -0.617 1.581  C2 1.388, H9 0.970
5 S 1.216 1.489 -0.031  C1 1.872, C2 2.084, O3 1.478
6 Cl 1.881 -1.673 -0.007  C2 1.748
7 H 0.338 0.090 -1.745  C1 1.058
8 H -1.072 0.254 -0.843  C1 1.099
9 H -0.681 0.048 1.640  O4 0.970

Values from the calculation:
Orbital gap = 9.1 eV
Energy above the lowest of the compared OMol25 structures with the same formula, charge and spin = 167.3 kJ/mol
HOMO energy = -8.69 eV
Energy = -29572.9806 eV

Here are the Löwdin charges for atoms 1 to 5, given in e: -0.343, -0.961, -0.587, -0.022, 0.943